C46H90AlF3O21PS9 | ωB97M-V/def2-TZVPD

The max |F| comes out at 8.723 eV Å⁻¹. Its spin multiplicity is 1. The value obtained for the frontier orbital gap is 0.1727 Ha. The total charge is -1.

Geometry (Å):
1 C -7.370586 3.026444 -1.611445
2 P -6.273548 1.523334 -2.133215
3 O -7.282073 0.215763 -2.782262
4 Al -5.115801 0.730943 -0.224259
5 C -3.124819 0.943530 -0.669380
6 C -2.103014 0.797355 0.603058
7 C -0.610124 1.387077 0.242963
8 C -0.279610 1.464249 -1.369691
9 O -0.632166 2.774135 -1.937442
10 C -0.870746 2.714320 -3.387548
11 O 0.208912 2.939376 -4.184095
12 C -5.739279 -1.207947 0.056070
13 C -4.706414 -2.146724 0.921024
14 C -5.038874 -3.763946 0.743910
15 F -4.753317 -4.717234 1.857864
16 C -5.638637 -4.371155 -0.495736
17 F -4.917737 -4.610670 -1.767010
18 F -7.106803 -4.728003 -0.484539
19 H -6.801693 3.564370 -0.740322
20 H -7.362949 3.769591 -2.539545
21 H -8.466464 2.731338 -1.314334
22 H -6.821821 -0.103023 -3.626314
23 H -5.556755 1.697269 0.955393
24 H -2.997856 2.045018 -1.112081
25 H -2.797073 0.188883 -1.509830
26 H -2.028199 -0.353803 0.864099
27 H -2.457392 1.362871 1.577242
28 H -0.488136 2.502750 0.649342
29 H 0.277147 0.778189 0.744328
30 H 0.907778 1.375940 -1.456937
31 H -0.697281 0.538890 -1.982334
32 H -1.924922 2.546098 -3.905176
33 H -6.751437 -1.148023 0.667248
34 H -5.940549 -1.650630 -1.034093
35 H -4.833889 -1.933236 2.088193
36 H -3.562645 -1.890912 0.696970
37 C 4.574243 5.285244 -2.041591
38 C 3.397537 6.121941 -2.541489
39 C 2.115153 5.387599 -2.153803
40 S 2.503664 4.443661 -0.687617
41 O 2.412773 3.034956 -1.009209
42 O 1.818709 5.025358 0.449448
43 C 4.225782 4.895679 -0.612758
44 H 5.515948 5.839867 -2.088639
45 H 4.678511 4.386553 -2.661205
46 H 3.419079 7.106589 -2.058852
47 H 3.447506 6.285332 -3.622556
48 H 1.303457 6.085145 -1.932223
49 H 1.802864 4.688271 -2.934242
50 H 4.816408 4.057169 -0.239871
51 H 4.318004 5.751636 0.062431
52 C -6.079179 3.490192 4.963885
53 C -7.481952 3.834442 5.462201
54 C -8.419135 3.796850 4.256240
55 S -7.702378 2.636427 3.102403
56 O -7.297823 3.358383 1.914443
57 O -8.531002 1.448831 3.043678
58 C -6.247549 2.273888 4.065551
59 H -5.392844 3.286932 5.791084
60 H -5.675318 4.330523 4.386667
61 H -7.800220 3.088050 6.200131
62 H -7.508521 4.812592 5.952523
63 H -9.420638 3.459856 4.535426
64 H -8.477633 4.771648 3.764288
65 H -5.394750 2.105831 3.405647
66 H -6.451623 1.374634 4.654397
67 C 6.744832 1.323727 -6.416517
68 C 5.781794 1.996747 -7.393349
69 C 4.982013 3.034354 -6.607352
70 S 6.028460 3.552411 -5.255233
71 O 5.418150 3.129605 -4.012296
72 O 6.460410 4.917074 -5.482311
73 C 7.382584 2.453489 -5.621748
74 H 7.497221 0.723599 -6.936504
75 H 6.186689 0.660457 -5.744960
76 H 6.354406 2.494784 -8.185189
77 H 5.120003 1.269929 -7.874668
78 H 4.730697 3.900551 -7.224655
79 H 4.071339 2.601349 -6.184447
80 H 7.851235 2.116064 -4.695739
81 H 8.105195 3.004529 -6.231039
82 C 2.208723 -1.507595 -3.206533
83 C 3.018153 -2.483157 -4.059588
84 C 3.045429 -1.932838 -5.484535
85 S 2.891616 -0.158982 -5.338129
86 O 1.631850 0.244275 -5.926778
87 O 4.150684 0.460410 -5.700832
88 C 2.723668 -0.121417 -3.564434
89 H 2.319503 -1.713953 -2.137996
90 H 1.144924 -1.590041 -3.459460
91 H 4.041102 -2.547007 -3.669157
92 H 2.593666 -3.491646 -4.033895
93 H 3.982701 -2.175537 -5.991620
94 H 2.198585 -2.299170 -6.071329
95 H 2.042649 0.679035 -3.270372
96 H 3.716147 0.052232 -3.137962
97 C -5.262133 8.647101 4.177335
98 C -6.746566 8.844217 3.873682
99 C -7.522810 7.813275 4.691405
100 S -6.530064 7.471899 6.136941
101 O -6.086923 6.094899 6.076690
102 O -7.183542 8.025884 7.305924
103 C -5.163400 8.524822 5.690626
104 H -4.656902 9.476912 3.800857
105 H -4.906792 7.725048 3.701953
106 H -7.048784 9.855349 4.172367
107 H -6.958195 8.740853 2.804837
108 H -8.497391 8.197801 5.002613
109 H -7.650228 6.878120 4.139208
110 H -4.224484 8.080587 6.025402
111 H -5.315717 9.494058 6.174804
112 C 7.397054 4.306169 4.185400
113 C 5.994281 4.650419 4.683717
114 C 5.057098 4.612827 3.477755
115 S 5.773855 3.452405 2.323918
116 O 6.178410 4.174361 1.135958
117 O 4.945233 2.264808 2.265193
118 C 7.228684 3.089866 3.287065
119 H 8.083389 4.102910 5.012599
120 H 7.800916 5.146499 3.608182
121 H 5.676013 3.904027 5.421646
122 H 5.967711 5.628569 5.174038
123 H 4.055595 4.275834 3.756941
124 H 4.998600 5.587625 2.985803
125 H 8.081484 2.921808 2.627162
126 H 7.024611 2.190610 3.875913
127 C 1.131932 -6.680171 -7.720664
128 C 0.859031 -6.319878 -6.261104
129 C 2.204751 -6.281406 -5.538865
130 S 3.422437 -5.852195 -6.773644
131 O 4.313580 -6.979065 -6.952979
132 O 3.909412 -4.511445 -6.517327
133 C 2.294767 -5.799202 -8.152472
134 H 0.251467 -6.520454 -8.349868
135 H 1.414048 -7.737278 -7.793989
136 H 0.385507 -5.331812 -6.211762
137 H 0.177611 -7.034194 -5.788540
138 H 2.213415 -5.531273 -4.744042
139 H 2.467568 -7.260817 -5.129781
140 H 2.791997 -6.156383 -9.055892
141 H 1.974929 -4.761129 -8.283444
142 C -3.223707 -8.104940 4.158697
143 C -2.745515 -6.954010 3.274791
144 C -1.713294 -6.160292 4.073915
145 S -0.966099 -7.316576 5.212494
146 O -1.316676 -6.926107 6.561850
147 O 0.403100 -7.566495 4.808406
148 C -1.964972 -8.718999 4.753061
149 H -3.800224 -8.840843 3.590627
150 H -3.865171 -7.715258 4.958141
151 H -2.278484 -7.359506 2.369036
152 H -3.575789 -6.315156 2.957915
153 H -0.941012 -5.738020 3.426006
154 H -2.184682 -5.365545 4.658587
155 H -2.162081 -9.340266 5.628365
156 H -1.413028 -9.290999 4.001250
157 C 5.392288 -8.631722 4.353142
158 C 3.989516 -8.287472 4.851459
159 C 3.052333 -8.325065 3.645497
160 S 3.769090 -9.485487 2.491660
161 O 4.173644 -8.763530 1.303700
162 O 2.940467 -10.673083 2.432935
163 C 5.223919 -9.848026 3.454808
164 H 6.078623 -8.834981 5.180340
165 H 5.796150 -7.791392 3.775924
166 H 3.671247 -9.033864 5.589388
167 H 3.962946 -7.309322 5.341780
168 H 2.050830 -8.662057 3.924683
169 H 2.993834 -7.350266 3.153545
170 H 6.076718 -10.016083 2.794903
171 H 5.019845 -10.747281 4.043655

Atoms 1-3, force components in eV/Å:
-0.261 0.596 -0.694
-0.305 0.197 -0.848
1.244 0.249 -1.030